No. 1
Formula: C46H46CrN9OSb
Source: OMol25
Level of theory: ωB97M-V/def2-TZVPD

Each line ends with the Mulliken charge.
Cartesian coordinates (Å):
Cr 1.207 1.227 -0.824  -0.6427
C 6.963 0.701 -0.357  -0.6220
C 5.931 1.181 0.432  -1.1205
C 4.614 1.026 0.021  0.3127
C 4.331 0.384 -1.176  0.1043
C 5.365 -0.102 -1.973  -0.5634
C 6.674 0.062 -1.558  -0.6431
N 2.953 0.224 -1.564  1.9701
N 2.753 -0.705 -2.378  -0.9041
C 1.410 -0.910 -2.712  0.2368
C 1.165 -1.796 -3.760  -0.5598
C -0.140 -1.975 -4.184  -0.9292
C -1.158 -1.274 -3.550  -0.9311
C -0.894 -0.423 -2.478  0.0100
C 0.399 -0.225 -2.016  1.5116
H 7.990 0.824 -0.043  0.4251
H 6.141 1.683 1.368  0.4552
H 3.818 1.412 0.640  0.1635
H 5.138 -0.596 -2.906  0.4927
H 7.478 -0.312 -2.178  0.4072
H 1.995 -2.308 -4.228  0.5467
H -0.366 -2.648 -5.000  0.4350
H -2.180 -1.400 -3.883  0.5366
H -1.728 0.077 -2.001  0.5025
N 1.499 0.019 0.855  0.3384
C 1.133 0.629 2.158  0.0679
C 0.092 1.745 1.942  -0.8321
N -0.256 1.877 0.510  0.3911
H 0.849 -0.752 0.691  -0.7713
H 2.408 -0.431 0.928  0.5019
H 2.041 1.026 2.609  0.5266
H 0.754 -0.149 2.820  -0.1729
H 0.484 2.703 2.274  0.5132
H -0.808 1.551 2.526  0.4798
H -0.536 2.829 0.297  0.4998
H -1.092 1.320 0.307  -0.5124
N 0.231 3.152 -4.348  -0.4362
C -0.301 2.871 -3.132  0.6879
O 0.513 2.412 -2.260  0.0089
C -1.665 3.152 -2.936  0.4216
C -2.312 2.906 -1.713  0.2479
N -2.843 2.703 -0.707  -0.6868
C -2.411 3.670 -4.025  -0.5861
N -2.942 4.115 -4.947  -0.5410
H -0.365 3.440 -5.107  0.2062
H 1.123 2.752 -4.573  0.1892
N 3.721 4.674 -1.412  0.0590
C 2.863 3.657 -1.590  -0.9849
N 2.471 3.101 -0.465  0.2485
C 3.145 3.817 0.538  0.3645
C 3.175 3.670 1.926  0.3768
C 3.967 4.529 2.658  -1.3968
C 4.731 5.531 2.042  -0.5131
C 4.725 5.689 0.673  -1.2367
C 3.927 4.813 -0.053  0.4691
H 4.116 5.237 -2.146  0.2546
H 2.533 3.349 -2.565  0.4884
H 2.602 2.907 2.427  0.3107
H 4.000 4.432 3.735  0.4579
H 5.336 6.187 2.652  0.4197
H 5.315 6.456 0.190  0.4381
C -4.802 0.419 1.952  -1.0497
C -4.922 -1.055 2.236  0.8764
C -6.032 -1.532 2.930  -0.9080
C -6.190 -2.885 3.194  -0.6573
C -5.235 -3.792 2.761  -0.8977
C -4.127 -3.333 2.065  -0.6149
C -3.962 -1.976 1.807  0.6078
Sb -2.222 -1.366 0.727  0.5160
C -2.540 -2.828 -0.813  1.1666
C -1.784 -3.977 -1.019  -0.9783
C -2.057 -4.841 -2.071  -0.8817
C -3.106 -4.565 -2.931  -0.7918
C -3.871 -3.426 -2.731  -0.4642
C -3.603 -2.544 -1.688  0.4452
C -4.467 -1.317 -1.542  -1.6310
C -0.748 -2.296 2.009  0.4408
C 0.376 -2.918 1.459  -0.3197
C 1.405 -3.417 2.247  -1.1345
C 1.323 -3.295 3.624  -0.8992
C 0.233 -2.648 4.186  -0.5177
C -0.799 -2.128 3.405  0.8512
C -1.909 -1.386 4.103  -1.7085
H -5.499 0.991 2.561  0.5012
H -5.014 0.641 0.903  0.2290
H -3.796 0.799 2.144  0.0247
H -6.783 -0.829 3.269  0.4102
H -7.061 -3.228 3.736  0.4034
H -5.353 -4.850 2.960  0.4472
H -3.384 -4.045 1.721  0.3876
H -0.984 -4.242 -0.346  0.5126
H -1.456 -5.731 -2.206  0.4747
H -3.335 -5.234 -3.751  0.3984
H -4.695 -3.209 -3.400  0.4490
H -4.996 -1.107 -2.471  0.5110
H -3.887 -0.422 -1.294  0.1412
H -5.213 -1.451 -0.755  0.3163
H 0.478 -2.999 0.381  0.3936
H 2.256 -3.903 1.785  0.5159
H 2.105 -3.690 4.259  0.4178
H 0.180 -2.531 5.262  0.4648
H -1.575 -1.036 5.080  0.5606
H -2.785 -2.018 4.251  0.3217
H -2.244 -0.515 3.533  0.1777

⟨S²⟩: 3.801
HOMO (alpha / beta): -10.39 / -10.39 eV
Net charge: +1
Frontier orbital gap (alpha / beta): 6.9 / 6.7 eV
Molar mass: 914.692 g/mol
Spin multiplicity: 4

---

No. 2
Formula: C46H46FIrN11O4
Source: OMol25
Level of theory: ωB97M-V/def2-TZVPD

Each line ends with the Mulliken charge.
Cartesian coordinates (Å):
Ir -0.416 -0.279 0.084  2.6900
C 0.946 2.510 -0.475  -1.4437
C 1.116 1.372 0.495  0.7868
C 1.961 0.294 0.194  -0.8856
C 2.540 -0.530 1.211  0.8473
C 3.538 -1.582 0.840  -1.7354
C 2.145 -0.329 2.505  -0.3277
C 1.186 0.659 2.846  0.6808
C 0.790 0.849 4.276  -1.7290
C 0.709 1.503 1.857  -1.0133
H 0.903 2.165 -1.509  0.2707
H 1.808 3.176 -0.396  0.3726
H 0.070 3.110 -0.242  0.4173
H 2.344 0.201 -0.817  0.5656
H 4.452 -1.461 1.422  0.4736
H 3.810 -1.524 -0.214  0.3963
H 3.129 -2.572 1.033  0.3098
H 2.564 -0.947 3.290  0.5756
H 1.564 1.420 4.792  0.3732
H 0.691 -0.107 4.789  0.4255
H -0.144 1.401 4.367  0.3999
H 0.069 2.334 2.130  0.5682
F -7.064 -1.928 -0.539  -0.4798
C -6.035 -2.797 -0.444  0.5225
C -4.776 -2.287 -0.469  -0.2637
C -3.657 -3.129 -0.325  0.4080
C -2.316 -2.603 -0.225  0.3264
O -2.159 -1.330 -0.359  -0.5653
C -1.280 -3.529 -0.025  0.1851
C -1.584 -4.876 0.002  -0.1346
N -2.815 -5.370 -0.086  0.2961
C -3.015 -6.812 0.051  -0.4106
C -2.071 -7.737 -0.654  -1.0332
C -3.480 -7.598 -1.143  -0.4028
C -3.897 -4.507 -0.206  -0.3659
C -5.205 -5.014 -0.183  -0.8658
C -6.317 -4.183 -0.261  -0.7280
N -7.605 -4.667 -0.130  0.2368
C -7.891 -5.891 0.602  -0.8470
C -8.592 -6.913 -0.282  -0.6575
N -9.689 -6.213 -1.084  -0.0852
C -10.021 -4.854 -0.535  -1.0746
C -8.796 -3.949 -0.592  -0.3995
C 0.163 -3.192 0.196  -0.2958
O 1.031 -3.995 -0.018  -0.5568
O 0.404 -1.997 0.719  -0.4768
H -4.649 -1.214 -0.533  0.6341
H -0.783 -5.594 0.121  0.8312
H -3.366 -7.085 1.038  0.5040
H -1.786 -8.635 -0.126  0.2683
H -1.295 -7.307 -1.272  0.3586
H -4.169 -8.412 -0.969  0.3318
H -3.622 -7.050 -2.065  0.2168
H -5.329 -6.081 -0.104  0.8256
H -8.504 -5.666 1.478  0.3066
H -6.983 -6.335 0.997  0.4881
H -9.069 -7.696 0.304  0.4144
H -7.925 -7.369 -1.010  0.3958
H -10.530 -6.794 -1.100  0.3787
H -9.397 -6.122 -2.058  0.3846
H -10.385 -5.015 0.477  0.4183
H -10.836 -4.442 -1.127  0.4543
H -9.029 -3.072 0.015  0.3071
H -8.646 -3.607 -1.619  0.4758
C -0.513 -0.719 -5.386  -1.1562
N -0.195 -0.816 -3.958  0.8688
C -0.603 -0.124 -2.901  -0.5657
N -0.008 -0.620 -1.815  -0.8142
C 0.766 -1.649 -2.288  -0.6504
N 0.664 -1.784 -3.575  -0.9775
C -1.897 -1.217 -5.743  0.8754
C -2.099 -1.867 -6.974  -0.7065
C -3.353 -2.323 -7.365  -0.8794
C -4.450 -2.114 -6.551  -0.9224
C -4.266 -1.420 -5.342  0.0146
C -2.984 -1.001 -4.936  0.2279
C -5.380 -1.008 -4.574  0.8472
N -6.664 -1.393 -4.637  -0.4758
N -7.340 -0.665 -3.775  -0.3404
C -6.474 0.173 -3.187  0.5836
O -5.226 -0.045 -3.648  -0.1800
C -6.695 1.213 -2.256  0.2552
C -8.000 1.639 -1.945  -0.9249
C -8.160 2.721 -1.104  -0.9608
C -7.044 3.361 -0.566  -0.7346
C -5.742 2.932 -0.861  0.3821
C -4.536 3.644 -0.287  -1.1840
N -3.518 2.676 0.118  0.7677
C -2.397 2.275 -0.476  -0.6580
N -1.849 1.303 0.254  0.2511
C -2.721 1.149 1.294  -0.4585
N -3.734 1.964 1.239  -0.9133
C -5.577 1.863 -1.705  0.4309
H 0.251 -1.324 -5.868  0.5359
H -0.372 0.312 -5.717  0.3275
H -1.253 0.733 -2.941  0.9416
H 1.414 -2.254 -1.672  0.6190
H -1.255 -2.030 -7.633  0.5141
H -3.467 -2.828 -8.314  0.4497
H -5.442 -2.433 -6.844  0.5777
H -2.890 -0.497 -3.985  0.3253
H -8.851 1.141 -2.389  0.6179
H -9.150 3.082 -0.865  0.4662
H -7.190 4.204 0.099  0.4972
H -4.798 4.212 0.604  0.5460
H -4.088 4.334 -1.003  0.2939
H -2.002 2.709 -1.379  0.5642
H -2.573 0.442 2.096  0.6098
H -4.586 1.511 -1.961  0.7676

⟨S²⟩: 0.788
HOMO (alpha / beta): -17.13 / -17.13 eV
Net charge: +4
Frontier orbital gap (alpha / beta): 7.2 / 4.1 eV
Energy relative to the best compared isomer or geometry (same formula, charge and spin): 25.4 kcal/mol
Molar mass: 1028.162 g/mol
Spin multiplicity: 2

---

No. 3
Formula: C46H46FN4O2OsSi
Source: OMol25
Level of theory: ωB97M-V/def2-TZVPD

Each line ends with the Mulliken charge.
Cartesian coordinates (Å):
Os 0.010 -0.007 -0.313  0.5491
O -0.788 1.240 -1.421  -0.0016
C -1.363 2.523 -1.241  1.8824
C -0.859 3.067 0.091  -2.1396
C -1.357 2.286 1.275  0.5103
C -1.880 2.977 2.353  -0.7767
C -2.328 2.279 3.461  -1.3474
C -2.261 0.904 3.429  -0.5250
C -1.737 0.250 2.316  0.4089
C -1.815 -1.247 2.288  -2.2965
C -0.581 -2.062 1.878  2.1232
O -0.207 -1.703 0.568  0.2589
C -1.067 -3.521 1.826  -0.3618
C -1.003 -4.346 2.945  -0.1522
C -1.512 -5.636 2.900  -1.0286
C -2.088 -6.117 1.734  -0.6505
C -2.162 -5.296 0.619  -0.7849
C -1.662 -4.004 0.667  -0.4021
C 0.619 -1.949 2.812  0.4992
C 1.708 -2.783 2.552  -0.2786
C 2.830 -2.762 3.359  -0.9865
C 2.892 -1.892 4.444  -0.7597
C 1.820 -1.057 4.709  -0.8542
C 0.686 -1.092 3.900  -0.2249
N -1.266 0.938 1.261  1.2651
C -2.880 2.382 -1.306  0.3664
C -3.732 3.209 -0.582  -0.1554
C -5.110 3.075 -0.692  -0.9788
C -5.650 2.112 -1.529  -0.6785
C -4.804 1.291 -2.263  -1.0087
C -3.430 1.426 -2.154  -0.3225
C -0.861 3.416 -2.375  -0.3132
C -1.272 4.744 -2.440  -0.3279
C -0.811 5.574 -3.448  -1.0296
C 0.060 5.082 -4.412  -0.6733
C 0.457 3.757 -4.362  -0.9003
C -0.002 2.924 -3.349  0.3402
H -1.147 4.110 0.212  1.1306
H 0.235 3.051 0.043  0.3467
H -1.939 4.056 2.309  0.5725
H -2.736 2.796 4.319  0.4789
H -2.624 0.311 4.257  0.5510
H -2.606 -1.529 1.586  0.6012
H -2.146 -1.582 3.272  0.3695
H -0.547 -3.986 3.859  0.4646
H -1.451 -6.267 3.777  0.4397
H -2.478 -7.126 1.695  0.4028
H -2.613 -5.663 -0.294  0.4545
H -1.725 -3.367 -0.203  0.0561
H 1.656 -3.466 1.712  0.6468
H 3.656 -3.431 3.153  0.4203
H 3.762 -1.884 5.087  0.4500
H 1.848 -0.393 5.565  0.5155
H -0.146 -0.446 4.146  0.3948
H -3.336 3.975 0.073  0.3837
H -5.759 3.727 -0.123  0.4521
H -6.723 2.005 -1.615  0.4166
H -5.218 0.543 -2.927  0.4487
H -2.775 0.786 -2.730  0.5361
H -1.973 5.133 -1.711  0.3392
H -1.139 6.604 -3.488  0.4339
H 0.416 5.728 -5.204  0.4236
H 1.122 3.362 -5.120  0.4597
H 0.294 1.885 -3.323  -0.0012
C 2.919 1.655 -1.510  -0.8085
Si 2.732 -0.076 -2.205  1.2031
C 4.291 -1.077 -1.868  -1.7121
C 2.529 0.105 -4.054  -1.2308
N 1.261 -0.843 -1.551  0.5484
C 0.801 -2.020 -2.170  0.6001
C 1.641 -3.000 -2.706  -0.1925
C 1.124 -4.136 -3.309  -1.0151
C -0.248 -4.334 -3.395  -0.7668
C -1.108 -3.382 -2.868  -0.7930
C -0.560 -2.271 -2.277  0.2598
F -1.407 -1.323 -1.740  -0.0060
H 3.429 2.240 -2.280  0.5318
H 3.524 1.702 -0.603  0.3084
H 1.961 2.146 -1.328  -0.1277
H 5.083 -0.422 -1.500  0.4280
H 4.652 -1.539 -2.789  0.4395
H 4.157 -1.877 -1.140  0.3729
H 3.502 0.354 -4.487  0.4138
H 1.856 0.935 -4.277  0.2154
H 2.157 -0.786 -4.559  0.4002
H 2.714 -2.874 -2.641  0.2874
H 1.804 -4.875 -3.711  0.4665
H -0.648 -5.222 -3.862  0.4316
H -2.184 -3.487 -2.905  0.5483
C 3.274 2.447 3.443  -0.9488
N 2.811 1.512 2.427  0.4520
C 3.416 0.335 2.074  -1.9878
C 2.606 -0.254 1.161  0.0895
N 1.512 0.557 0.949  0.2449
C 1.664 1.608 1.744  -0.9334
H 4.320 2.242 3.652  0.3641
H 2.695 2.328 4.357  0.3414
H 3.183 3.467 3.076  0.3668
H 4.343 0.013 2.513  0.5389
H 2.696 -1.201 0.668  0.6355
H 0.994 2.439 1.843  0.6014

HOMO (alpha / beta): -10.12 / -10.11 eV
Net charge: +1
Frontier orbital gap (alpha / beta): 7.0 / 7.0 eV
Energy relative to the best compared isomer or geometry (same formula, charge and spin): 0.0 kcal/mol
Molar mass: 924.214 g/mol

---

No. 4
Formula: C46H46FeN9S4
Source: OMol25
Level of theory: ωB97M-V/def2-TZVPD

Each line ends with the Mulliken charge.
Cartesian coordinates (Å):
Fe 0.260 0.222 0.350  1.2220
S -1.029 -1.183 2.394  -0.3282
C -2.247 -0.193 1.680  0.8261
C -3.599 -0.179 2.050  -0.9484
C -4.468 0.609 1.334  -0.2903
C -3.998 1.370 0.256  -1.0941
C -2.662 1.309 -0.046  -0.4140
N -1.801 0.555 0.661  0.6818
H -3.934 -0.791 2.874  0.5203
H -5.516 0.637 1.601  0.4355
H -4.661 1.991 -0.329  0.4864
H -2.240 1.852 -0.882  0.3666
N 2.501 0.674 0.083  -0.4035
C 2.738 1.879 -0.733  -0.1394
C 1.811 2.977 -0.249  -0.9324
N 0.436 2.463 -0.312  -0.1520
H 2.881 0.822 1.012  0.2959
H 2.969 -0.140 -0.299  0.1601
H 2.502 1.633 -1.770  0.0348
H 3.778 2.213 -0.702  0.4921
H 1.954 3.880 -0.848  0.5042
H 2.034 3.232 0.789  0.3313
H 0.188 2.215 -1.268  -0.2403
H -0.232 3.155 0.007  0.2607
N 0.852 -1.686 0.028  -0.0901
S 0.549 -3.050 -0.378  0.9444
N 0.982 -3.477 -1.912  -0.1050
S 0.100 -3.203 -3.150  0.6689
N -0.672 -1.885 -3.348  0.1196
S -0.150 -0.345 -3.085  0.4033
N -0.317 0.222 -1.754  0.6111
C 1.499 -0.352 -3.773  0.4821
C 1.779 0.067 -5.066  -0.3867
C 3.092 0.025 -5.514  -0.8893
C 4.104 -0.429 -4.679  -0.9663
C 3.809 -0.846 -3.388  -0.8007
C 2.504 -0.808 -2.927  1.0275
C -1.121 0.482 -4.325  0.3031
C -1.750 -0.177 -5.372  -0.0030
C -2.465 0.563 -6.302  -0.9118
C -2.543 1.944 -6.187  -0.6562
C -1.912 2.594 -5.136  -0.9615
C -1.201 1.864 -4.197  -0.4113
C -1.161 -4.435 -3.329  0.8212
C -0.737 -5.757 -3.242  -1.0148
C -1.671 -6.764 -3.398  -0.7452
C -3.004 -6.444 -3.633  -0.6733
C -3.407 -5.120 -3.711  -0.8304
C -2.482 -4.095 -3.561  -0.1850
C 1.199 -3.547 -4.498  1.0788
C 0.661 -3.435 -5.775  -0.7762
C 1.458 -3.741 -6.863  -0.8276
C 2.769 -4.158 -6.667  -0.6654
C 3.289 -4.266 -5.386  -0.8834
C 2.503 -3.961 -4.283  -0.0828
C -1.151 -3.570 -0.259  0.6533
C -1.493 -4.899 -0.044  -0.5860
C -2.835 -5.242 -0.019  -0.8627
C -3.810 -4.269 -0.199  -1.0347
C -3.451 -2.947 -0.416  -0.7381
C -2.112 -2.589 -0.452  0.3689
C 1.432 -4.292 0.528  0.1705
C 1.313 -4.194 1.910  -0.2283
C 1.969 -5.116 2.707  -0.8484
C 2.742 -6.112 2.125  -0.6082
C 2.857 -6.196 0.745  -0.8838
C 2.193 -5.287 -0.068  -0.0815
H 0.995 0.422 -5.721  0.5166
H 3.324 0.352 -6.518  0.4593
H 5.124 -0.455 -5.036  0.4465
H 4.600 -1.209 -2.743  0.5600
H 2.245 -1.146 -1.932  -0.5633
H -1.697 -1.252 -5.448  0.2120
H -2.969 0.058 -7.115  0.4874
H -3.101 2.515 -6.916  0.4183
H -1.978 3.670 -5.045  0.4832
H -0.714 2.359 -3.368  0.3453
H 0.304 -5.992 -3.057  0.2954
H -1.362 -7.799 -3.337  0.4944
H -3.730 -7.235 -3.757  0.4434
H -4.446 -4.880 -3.888  0.5077
H -2.778 -3.058 -3.606  0.5000
H -0.367 -3.130 -5.915  0.1544
H 1.055 -3.664 -7.863  0.5018
H 3.386 -4.404 -7.520  0.4530
H 4.310 -4.592 -5.241  0.5092
H 2.894 -4.029 -3.279  0.3904
H -0.733 -5.653 0.108  0.5328
H -3.121 -6.271 0.156  0.5283
H -4.855 -4.545 -0.164  0.4624
H -4.211 -2.189 -0.554  0.6009
H -1.814 -1.566 -0.634  -0.3045
H 0.701 -3.414 2.347  0.3534
H 1.875 -5.060 3.783  0.4631
H 3.255 -6.829 2.751  0.4239
H 3.460 -6.974 0.298  0.4749
H 2.264 -5.352 -1.143  0.2427
N 1.571 1.518 4.292  -0.0290
C 0.756 2.588 4.036  -0.7090
C 0.237 2.365 2.800  -0.8911
N 0.726 1.179 2.301  0.7088
C 1.514 0.691 3.235  -0.7482
H 2.089 1.355 5.140  0.2530
H 0.606 3.382 4.744  0.4421
H -0.485 2.953 2.266  0.4607
H 2.012 -0.264 3.202  0.5300

⟨S²⟩: 8.767
HOMO (alpha / beta): -11.99 / -11.86 eV
Net charge: +2
Frontier orbital gap (alpha / beta): 7.7 / 6.3 eV
Energy relative to the best compared isomer or geometry (same formula, charge and spin): 2.7 kcal/mol
Molar mass: 909.050 g/mol
Spin multiplicity: 6